No. 1
The following is a quantum chemistry calculation of 3 unconnected molecules or ions with the total composition C24H54NO7Si, from the Open Molecules 2025 dataset.

Geometry as ORCA input:
```
! wB97M-V def2-TZVPD RIJCOSX def2/J DEFGRID3
* xyz 0 2
Si 4.77383 -2.02098 0.27717
O -1.37896 4.96047 1.35417
O -5.30634 -5.47912 -1.87709
O 0.22623 1.63398 0.26312
O -1.83829 8.09490 2.51143
O 0.73834 6.49469 2.95241
O -2.14035 -4.45375 -2.34818
O -4.04042 -5.14370 -4.64922
N 1.17869 0.77448 0.26878
C -1.11058 4.27018 0.14816
C -6.56589 -4.96171 -1.51069
C -0.60041 4.48660 2.43710
C -3.78599 -3.89031 -4.03488
C -0.06016 -1.23942 -0.61348
C 1.09967 -0.23131 -0.81120
C 0.86260 0.49146 -2.14284
C -0.50334 8.53745 2.33501
C 2.27137 1.39859 2.34893
C -0.26574 5.59811 3.40736
C -2.37001 -3.70959 -3.53316
C -0.81266 -4.91257 -2.22928
C 0.40728 7.40398 1.91481
C -4.11922 -6.29636 -3.82342
C 5.71184 -1.75169 -1.34340
C 4.17381 -3.79476 0.45273
C -5.36761 -6.37695 -2.97293
C -2.53125 8.80402 3.51367
C 2.46268 -0.95501 1.52185
C 2.44289 -0.99130 -0.94953
C 3.34796 -0.78271 0.27909
C 0.29793 -0.06822 2.47967
C 5.97728 -1.65880 1.70047
C 1.50914 0.25109 1.61873
H -0.03992 4.27282 -0.07654
H 2.90259 1.00806 3.13497
H -1.63314 4.79474 -0.65226
H -7.20077 -5.73861 -1.07009
H 0.16363 5.13252 4.29813
H -6.39815 -4.18138 -0.77031
H -3.22019 -6.41082 -3.21586
H -1.17967 3.71796 2.96942
H 6.07422 -2.55259 2.31015
H -1.66985 -4.00703 -4.32205
H -5.45823 -7.39762 -2.57740
H 0.32785 4.03300 2.07312
H -4.51320 -3.67560 -3.25019
H 2.97618 -0.64857 -1.83212
H -0.31931 -0.87086 2.08685
H -1.16320 6.13437 3.72014
H 5.00223 -4.44948 0.19110
H 5.94733 -0.68952 -1.38904
H -0.11590 8.98377 3.25800
H -7.07655 -4.51711 -2.37242
H -3.47227 8.28571 3.69065
H -2.74334 9.83175 3.19760
H 1.75039 1.07381 -2.38001
H 1.53871 2.08056 2.76584
H 3.89125 -4.03991 1.47369
H -0.49559 9.30323 1.54710
H 2.23572 -2.05473 -1.04785
H 2.84848 1.95823 1.61765
H -0.03366 1.10079 -2.11791
H -0.42565 -1.50213 -1.60142
H 0.01389 6.88395 1.03982
H 0.67312 -0.39743 3.44664
H 0.29606 -2.16957 -0.18558
H -6.24198 -6.16502 -3.59836
H -1.47066 3.24341 0.19637
H -2.21174 -2.64542 -3.30862
H -0.31028 0.81406 2.64194
H -0.90454 -0.83260 -0.06882
H 5.08396 -2.00424 -2.19333
H -3.94064 -3.15545 -4.82853
H 5.69255 -0.79714 2.29706
H -4.14992 -7.13506 -4.52275
H -0.12727 -4.07912 -2.03404
H -0.49668 -5.44453 -3.13363
H 6.94862 -1.43674 1.26488
H 0.74106 -0.25020 -2.92539
H 6.64290 -2.30949 -1.36836
H -1.96284 8.81886 4.45053
H 1.36074 7.85192 1.62367
H -0.77625 -5.60784 -1.39200
H 1.87244 -1.87002 1.45460
H 3.70364 0.24611 0.29191
H 3.31539 -4.01881 -0.17626
H 3.06416 -0.99678 2.42394
*
```

Results
HOMO level (alpha / beta) in eV: -8.44 / -8.86
Orbital gap (alpha / beta) in Eh: 0.332 / 0.335
Lowest unoccupied orbital energy (alpha / beta) in eV: 0.6 / 0.3

***

No. 2
The following is a quantum chemistry calculation of a molecular structure, C24H55AsFeN3OS2Si3, from the Open Molecules 2025 dataset.

Geometry as ORCA input:
```
! wB97M-V def2-TZVPD RIJCOSX def2/J DEFGRID3
* xyz 1 5
As 0.18837 -0.97843 -1.19458
Fe 0.64312 0.63092 1.02361
S -2.20910 2.03137 1.73216
S -0.33609 0.11639 3.45874
Si -1.48277 -2.57030 -0.56193
Si 1.92870 -2.32874 -2.13293
Si -0.83345 -0.00448 -3.12852
O -1.45895 1.18318 0.70697
N 1.71827 -1.35638 1.87374
N 0.26330 -1.85102 5.10463
N 1.40012 -1.86865 3.13039
C 1.59763 2.57748 2.25484
C -1.91510 1.41185 -2.53832
C 1.77863 2.37847 -0.02994
C 3.08847 -1.21636 -3.10272
C 0.48448 -1.26572 3.91767
C -1.87142 -3.95308 -1.77111
C -1.92027 -1.24042 -4.03587
C -4.71663 2.87796 1.13520
C 1.63369 2.71865 -1.47615
C 3.83744 0.77554 -0.14679
C 0.48269 0.60584 -4.32135
C 2.88401 -3.19734 -0.75383
C -3.26779 3.13434 0.73798
C -0.91705 -3.33480 1.06418
C 2.60519 1.61427 1.97215
C -4.81230 1.38176 1.40735
C 1.31321 -3.68055 -3.28264
C 0.14401 4.17846 0.81764
C 1.08864 3.04253 1.02428
C 3.47164 0.95172 2.99552
C 2.73958 1.50522 0.55810
C -3.06144 -1.61608 -0.26070
C -3.63944 1.07853 2.32739
C 1.24646 3.10682 3.60604
H -2.77592 1.03858 -1.98388
H -0.53460 3.99370 -0.01778
H 4.12639 1.66767 3.49780
H -1.37722 2.09833 -1.88965
H -0.44991 4.38851 1.70668
H -2.57095 -4.61148 -1.24683
H 3.19221 -0.21972 -2.68424
H -5.75986 1.10260 1.86592
H -5.39280 3.21708 0.35092
H -2.86477 -1.41455 -3.52138
H 0.64032 2.49950 -1.86950
H -2.90829 -0.88849 0.52827
H 0.06374 -3.81006 0.99713
H -3.31997 0.04239 2.38543
H 1.56721 -2.06805 1.16741
H 3.36389 -2.51362 -0.05434
H 2.26708 -3.90578 -0.19742
H 3.68383 -3.77794 -1.21867
H 0.56002 -3.34957 -3.99504
H 3.76503 -0.31503 -0.08583
H 2.34961 2.17095 -2.08892
H -4.96269 3.43664 2.04141
H -2.37269 -3.59732 -2.66766
H 2.88846 0.46433 3.78264
H 4.13477 0.20664 2.54643
H 0.79077 -0.19148 -4.99746
H 4.07870 -1.67745 -3.11497
H 4.81148 1.05343 0.26264
H -3.81968 1.42922 3.34472
H 3.86136 1.02841 -1.20341
H 0.92590 -4.54038 -2.74230
H -4.71108 0.81599 0.47851
H -1.02163 -4.55551 -2.07097
H -3.38987 -1.07906 -1.15016
H 0.18592 3.35038 3.68883
H 0.81134 -2.62583 5.43942
H 1.88561 -2.69279 3.44656
H -1.62289 -4.11305 1.36299
H 2.76181 -1.11569 -4.13634
H 1.37083 1.01284 -3.84674
H -2.15626 -0.81015 -5.01303
H 2.17666 -4.02553 -3.85844
H 1.47337 2.38859 4.39376
H -0.38471 -1.41545 5.73616
H -0.89911 -2.58733 1.85614
H -2.93299 4.16079 0.85889
H 1.80901 4.01930 3.82022
H -3.06872 2.81146 -0.28348
H -3.85651 -2.30702 0.02793
H 0.04012 1.39594 -4.93202
H 2.68757 -1.05973 1.86413
H -1.44171 -2.20120 -4.21015
H -2.28054 1.95928 -3.41006
H 0.68983 5.09535 0.57664
H 1.81674 3.78241 -1.64810
*
```

Results
HOMO level (alpha / beta) in eV: -9.15 / -9.95
Orbital gap (alpha / beta) in Eh: 0.262 / 0.291
Lowest unoccupied orbital energy (alpha / beta) in eV: -2.0 / -2.0